(1)
{
  "formula": "C6H19NO4Rb",
  "method": "ωB97M-V/def2-TZVPD",
  "elements": ["Rb", "C", "O", "C", "C", "N", "C", "C", "O", "C", "H", "H", "H", "H", "H", "H", "H", "H", "H", "H", "H", "H", "H", "H", "H", "O", "H", "H", "O", "H", "H"],
  "positions_angstrom": [[-0.108692, 2.327042, 1.184228], [3.813788, -1.313258, -2.397142], [2.464588, -1.758098, -2.320722], [1.935378, -2.136978, -1.008832], [1.696998, -0.935218, -0.069582], [1.085168, 0.242622, -0.626102], [-0.100572, -0.000008, -1.423352], [-1.304392, -0.517278, -0.494102], [-2.037602, 0.610072, 0.131678], [-3.216762, 0.233412, 0.865558], [4.163168, -0.656628, -1.600352], [3.997278, -0.877968, -3.379462], [4.392908, -2.233008, -2.314802], [2.561438, -2.944888, -0.630102], [0.992878, -2.662908, -1.161092], [2.660768, -0.603388, 0.316578], [1.122448, -1.323008, 0.771618], [1.709998, 0.766172, -1.222412], [0.117658, -0.614338, -2.296892], [-0.477462, 0.960752, -1.774052], [-0.851132, -1.306218, 0.106078], [-2.000802, -0.919458, -1.229882], [-2.999622, -0.694488, 1.394658], [-4.045962, -0.093728, 0.238258], [-3.486412, 1.083592, 1.492128], [-2.712632, 3.786232, 1.460438], [-2.972172, 3.916682, 2.372498], [-3.539262, 3.698102, 0.985948], [-0.744692, 1.553652, 3.974668], [-1.609532, 1.724482, 4.347628], [-0.506762, 0.688062, 4.306928]],
  "forces_ev_per_angstrom": [[-0.040, 0.216, 0.131], [0.075, -1.440, 0.347], [-1.469, 0.645, 0.880], [0.513, 0.312, -1.495], [1.472, -0.744, -0.035], [-0.488, 0.593, -0.176], [-1.862, 0.597, 1.520], [0.190, 1.069, -2.562], [1.233, -1.097, -0.123], [0.724, -0.948, -0.506], [-0.352, 0.323, 0.077], [-0.261, 0.067, 0.153], [0.626, 0.102, -0.086], [0.393, 0.364, 0.684], [-0.176, 0.258, -0.615], [0.032, -0.097, 0.253], [-0.028, 0.131, 0.172], [0.525, -0.259, 0.084], [-0.416, -0.426, 0.130], [0.171, 0.132, -0.330], [-0.800, 0.223, 0.881], [-0.143, -0.554, 0.303], [0.098, 0.272, 0.794], [-0.087, 0.586, -0.507], [0.004, -0.300, 0.035], [0.398, -0.234, 0.023], [-0.106, 0.200, 0.278], [-0.234, 0.039, -0.269], [0.107, 0.153, -0.414], [-0.237, 0.079, 0.190], [0.136, -0.261, 0.183]],
  "nbo_charge": [0.976, -0.258, -0.558, -0.097, -0.260, -0.674, -0.253, -0.097, -0.599, -0.252, 0.161, 0.206, 0.179, 0.197, 0.187, 0.207, 0.189, 0.376, 0.219, 0.201, 0.182, 0.195, 0.180, 0.188, 0.192, -0.965, 0.480, 0.490, -0.968, 0.485, 0.488],
  "charge": 1,
  "e_above_lowest_kj_mol": 91.6,
  "lumo_energy_ev": -2.99,
  "max_force_ev_per_a": 2.78,
  "orbital_gap_ev": 9.1
}

---

(2)
{
  "formula": "C21H32F6NO3P2Y",
  "method": "ωB97M-V/def2-TZVPD",
  "elements": ["C", "C", "N", "C", "C", "C", "C", "P", "Y", "P", "C", "C", "C", "C", "C", "C", "C", "O", "O", "H", "H", "H", "C", "C", "H", "H", "H", "H", "C", "C", "H", "H", "H", "H", "H", "H", "H", "H", "H", "H", "H", "H", "H", "H", "H", "H", "H", "H", "H", "H", "H", "H", "C", "C", "O", "C", "F", "F", "F", "C", "F", "F", "F", "H", "H", "H"],
  "positions_angstrom": [[-0.800063, 3.888451, -1.753033], [-1.016026, 2.585263, -1.226747], [-0.059734, 2.081251, -0.333443], [0.901310, 2.905856, 0.163777], [0.948701, 4.252467, -0.172558], [0.114586, 4.741994, -1.171709], [-2.162233, 1.871481, -1.626639], [-2.512262, 0.187404, -1.079468], [-0.304231, -0.167919, 0.629348], [2.339682, 0.635205, 1.075228], [1.844650, 2.384106, 1.237122], [-0.068612, -2.634858, 0.397158], [-1.114373, -3.287691, 1.040062], [-1.076012, -4.696154, 1.183962], [0.005075, -5.418204, 0.676702], [1.039512, -4.761056, 0.011594], [0.983232, -3.352289, -0.155379], [-1.002653, 1.615900, -5.166426], [0.418316, -2.422770, -4.196129], [-1.460097, 4.208636, -2.575215], [1.632779, 4.899094, 0.373150], [0.149163, 5.801608, -1.446872], [-4.044289, 0.625724, -0.152368], [-3.156051, -0.923229, -2.440720], [2.777381, 2.957741, 1.255169], [1.382588, 2.510906, 2.228017], [-1.176872, 1.257277, -4.253407], [-2.615543, 2.273698, -2.583351], [2.916626, 0.178495, 2.722568], [3.857767, 0.737388, 0.092697], [-1.961559, -2.733063, 1.449243], [-1.899110, -5.210115, 1.698899], [0.036010, -6.512554, 0.800947], [1.890643, -5.331636, -0.387340], [1.784821, -2.852065, -0.699453], [0.915558, -0.436231, -0.909277], [-0.269172, -2.860607, -3.635157], [0.325458, -1.447885, -4.001525], [-0.006539, 1.447248, -5.163691], [1.638411, -0.424105, -0.594073], [-4.808546, 0.876687, -0.906196], [-4.399964, -0.126216, 0.567271], [-3.781325, 1.546421, 0.393452], [-3.992319, -0.474846, -3.004438], [-2.357378, -1.201260, -3.152223], [-3.520101, -1.870904, -1.998033], [4.613784, 1.266621, 0.690008], [4.224285, -0.270777, -0.153974], [3.679123, 1.287492, -0.841129], [3.730386, 0.858203, 3.007212], [2.096205, 0.230596, 3.451361], [3.283728, -0.857743, 2.696797], [-0.740708, 1.610850, 4.329517], [-1.515347, 0.465406, 3.734898], [-1.110862, 0.302385, 2.420718], [-1.243124, -0.912078, 4.397841], [-1.480614, -0.785102, 5.718565], [-2.003181, -1.913256, 3.876453], [0.069939, -1.276587, 4.193325], [-3.020776, 0.779533, 3.545159], [-3.554811, 0.936125, 4.768715], [-3.152858, 1.938462, 2.813446], [-3.688896, -0.187411, 2.851959], [0.325911, 1.361812, 4.314670], [-1.133442, 1.690112, 5.323551], [-0.932948, 2.504314, 3.728510]],
  "forces_ev_per_angstrom": [[0.132, 1.296, -0.157], [0.183, -0.962, -0.066], [0.067, -0.215, 0.088], [-0.724, 0.994, -0.238], [1.032, -0.754, 1.081], [-1.237, -0.224, -0.853], [0.914, -0.376, -1.861], [-0.789, 1.038, -0.328], [-1.101, -0.718, 0.541], [0.012, 0.270, 0.883], [0.093, 0.300, 0.148], [-0.075, 2.243, -0.310], [0.313, -1.676, 0.092], [-0.418, 0.639, 0.072], [-0.040, -0.271, 0.090], [0.235, 0.694, -0.363], [0.015, -1.782, 0.463], [2.174, -1.191, 1.695], [-0.935, 1.073, 0.947], [0.398, -0.035, 0.580], [-0.019, -0.097, -0.279], [0.094, -0.483, -0.095], [-0.182, -0.187, 0.179], [0.187, -0.060, -0.003], [-0.212, 0.233, -0.026], [-0.008, -0.121, -0.192], [-0.361, 0.692, -1.059], [0.083, -0.452, 1.405], [0.435, 0.056, 0.332], [0.315, -0.145, -0.192], [0.111, -0.142, 0.005], [0.401, 0.133, -0.240], [0.003, 0.621, -0.067], [-0.433, 0.224, 0.166], [-0.054, -0.113, 0.067], [1.789, -0.563, -1.593], [0.892, 0.601, -0.607], [0.058, -1.684, -0.276], [-1.845, 0.573, -0.516], [-1.471, -0.157, -0.938], [0.098, -0.103, 0.385], [-0.004, 0.159, -0.433], [-0.192, -0.455, -0.178], [0.387, 0.009, 0.282], [-0.284, 0.254, 0.312], [0.198, 0.524, -0.019], [-0.098, -0.121, -0.257], [-0.066, 0.335, 0.076], [0.006, -0.139, 0.242], [-0.110, -0.235, 0.228], [0.240, -0.011, -0.250], [-0.067, 0.314, 0.049], [-0.405, -0.400, 0.195], [0.228, -0.838, -3.160], [0.367, -0.093, 0.217], [-0.083, 0.217, -0.189], [0.302, -0.803, -0.287], [0.744, 0.929, 0.853], [-1.303, 0.400, 0.560], [0.353, 0.068, -0.028], [-0.744, 0.167, -0.575], [-0.125, -1.131, 1.126], [0.459, 1.033, 1.043], [-0.285, 0.084, 0.168], [0.317, 0.724, 0.829], [0.036, -0.161, 0.235]],
  "nbo_charge": [-0.263, 0.215, -0.705, 0.244, -0.349, -0.155, -0.793, 0.739, 1.797, 0.830, -0.744, -0.518, -0.264, -0.202, -0.244, -0.220, -0.257, -0.931, -0.938, 0.221, 0.210, 0.219, -0.917, -0.909, 0.243, 0.259, 0.469, 0.229, -0.936, -0.938, 0.202, 0.204, 0.210, 0.205, 0.186, -0.093, 0.478, 0.464, 0.461, 0.100, 0.227, 0.234, 0.255, 0.237, 0.230, 0.247, 0.240, 0.253, 0.258, 0.230, 0.256, 0.259, -0.623, 0.107, -0.972, 0.974, -0.318, -0.304, -0.321, 0.984, -0.319, -0.323, -0.311, 0.219, 0.232, 0.243],
  "lumo_energy_ev": 0.08,
  "max_force_ev_per_a": 3.28,
  "orbital_gap_ev": 6.8
}

---

(3)
{
  "formula": "C20H17NO3OsS",
  "method": "ωB97M-V/def2-TZVPD",
  "elements": ["Os", "C", "C", "C", "O", "C", "O", "O", "H", "H", "H", "H", "H", "H", "H", "C", "C", "C", "C", "C", "C", "C", "C", "C", "C", "C", "C", "C", "C", "C", "H", "H", "H", "H", "H", "H", "H", "H", "H", "H", "S", "C", "N"],
  "positions_angstrom": [[-0.688196, 2.397166, 1.192915], [2.152912, 2.445919, -1.772200], [1.325938, 1.480552, -0.958334], [1.473254, 0.034667, -1.369344], [-0.092489, 1.859593, -0.987139], [1.412927, 1.729443, 0.562782], [0.743355, 0.863635, 1.263947], [1.658927, 2.871330, 0.980197], [1.938037, 2.323825, -2.836088], [3.213081, 2.243150, -1.619054], [1.953030, 3.470925, -1.468905], [1.197046, -0.082568, -2.418836], [0.839520, -0.597182, -0.752677], [2.510469, -0.284305, -1.255223], [-0.414503, 2.116390, -1.856604], [-2.342846, 1.635556, 0.950379], [-3.433675, 1.042450, 0.720965], [-4.561861, 0.384533, 0.458438], [-4.625211, -0.502905, -0.726145], [-3.489853, -1.207606, -1.128233], [-3.525977, -2.012128, -2.254145], [-4.692055, -2.112034, -3.002325], [-5.822609, -1.406808, -2.615684], [-5.793845, -0.612703, -1.479780], [-5.740160, 0.534303, 1.337770], [-5.945918, 1.727848, 2.031481], [-7.024157, 1.865489, 2.887625], [-7.905700, 0.808177, 3.072384], [-7.704033, -0.385963, 2.395311], [-6.632156, -0.522059, 1.527637], [-2.585217, -1.122203, -0.539247], [-2.644143, -2.566653, -2.548052], [-4.719338, -2.739518, -3.883665], [-6.730861, -1.473756, -3.200252], [-6.676220, -0.059454, -1.185086], [-5.251948, 2.545925, 1.885873], [-7.177653, 2.798752, 3.413233], [-8.746685, 0.914733, 3.745088], [-8.381267, -1.216518, 2.545438], [-6.473021, -1.459423, 1.010836], [-1.364542, 3.435930, 2.980164], [-0.021103, 4.339876, 3.543772], [0.837378, 4.975764, 3.973822]],
  "forces_ev_per_angstrom": [[0.344, -0.167, -0.286], [-0.015, 0.006, -0.010], [0.032, 0.065, 0.040], [0.043, 0.006, 0.003], [-0.066, -0.293, 0.014], [-0.170, 0.008, -0.171], [-0.077, 0.081, -0.087], [0.122, -0.052, 0.158], [-0.009, 0.006, 0.001], [-0.002, -0.004, -0.007], [0.012, 0.000, 0.009], [-0.005, -0.005, 0.003], [0.000, -0.003, 0.000], [0.001, 0.006, 0.000], [0.031, 0.164, 0.032], [0.097, 0.018, 0.171], [-0.114, 0.005, -0.020], [0.016, -0.005, -0.043], [0.014, -0.024, -0.003], [-0.009, 0.005, 0.000], [0.000, -0.003, -0.004], [0.004, 0.002, 0.003], [-0.004, 0.004, 0.002], [-0.005, -0.004, -0.005], [-0.017, 0.024, 0.020], [0.005, 0.000, 0.000], [-0.003, 0.000, 0.000], [0.003, 0.000, -0.002], [-0.004, -0.002, 0.000], [-0.002, -0.003, -0.002], [0.003, -0.001, -0.003], [0.001, 0.001, 0.002], [0.000, 0.001, 0.000], [0.001, -0.001, 0.000], [0.005, 0.000, 0.001], [-0.001, 0.001, 0.000], [0.001, 0.000, 0.000], [0.000, -0.001, -0.001], [0.000, 0.001, 0.001], [0.003, 0.003, 0.003], [-0.209, 0.061, 0.292], [-0.037, 0.122, -0.138], [0.010, -0.025, 0.027]],
  "nbo_charge": [0.696, -0.640, 0.177, -0.634, -0.727, 0.699, -0.648, -0.613, 0.209, 0.234, 0.246, 0.212, 0.245, 0.225, 0.515, 0.018, -0.201, 0.062, -0.095, -0.183, -0.200, -0.200, -0.232, -0.131, -0.102, -0.176, -0.197, -0.195, -0.232, -0.129, 0.227, 0.215, 0.216, 0.217, 0.215, 0.227, 0.218, 0.217, 0.217, 0.213, 0.094, 0.027, -0.307],
  "e_above_lowest_kj_mol": 96.6,
  "lumo_energy_ev": [-1.49, -1.49],
  "max_force_ev_per_a": 0.48,
  "orbital_gap_ev": [6.7, 6.7]
}

---

(4)
{
  "formula": "C4H7NO2",
  "method": "ωB97M-V/def2-TZVPD",
  "elements": ["O", "C", "C", "N", "C", "C", "O", "H", "H", "H", "H", "H", "H", "H"],
  "positions_angstrom": [[-0.633778, 0.905029, -2.445759], [-0.612521, 0.616909, -1.133271], [2.077891, -1.800987, 0.604383], [0.836900, -1.687313, 0.380621], [-1.346126, 1.341712, -0.267199], [-1.334215, 1.135494, 1.177118], [-0.628478, 0.369100, 1.816697], [-0.001032, 0.333464, -2.897341], [0.000126, -0.234860, -0.828492], [2.568943, -1.418302, 1.507291], [2.714128, -2.294534, -0.134420], [0.392208, -1.171443, 1.146879], [-1.985197, 2.128098, -0.657358], [-2.048849, 1.777635, 1.730848]],
  "forces_ev_per_angstrom": [[0.174, -0.162, -0.010], [-0.169, 0.148, 0.413], [-0.139, -0.020, -0.091], [0.547, -0.118, 0.239], [0.096, -0.130, -0.202], [0.131, -0.152, 0.220], [-0.310, 0.314, -0.336], [-0.161, 0.044, -0.045], [-0.143, 0.285, -0.040], [-0.043, -0.074, -0.098], [-0.031, 0.023, 0.096], [-0.097, -0.080, -0.139], [0.080, -0.024, 0.077], [0.065, -0.055, -0.084]],
  "nbo_charge": [-0.647, 0.252, -0.042, -0.639, -0.469, 0.413, -0.592, 0.490, 0.218, 0.149, 0.153, 0.379, 0.221, 0.114],
  "e_above_lowest_kj_mol": 245.5,
  "lumo_energy_ev": 0.47,
  "max_force_ev_per_a": 0.61,
  "smiles": "O=C/C=C/O.C=N",
  "orbital_gap_ev": 9.9
}

---

(5)
{
  "formula": "C6H14O4Sm",
  "method": "ωB97M-V/def2-TZVPD",
  "elements": ["C", "O", "C", "C", "O", "C", "C", "O", "C", "Sm", "H", "H", "H", "H", "H", "H", "H", "H", "H", "H", "H", "H", "H", "O", "H"],
  "positions_angstrom": [[0.079214, 0.192566, -3.156436], [-0.334124, 0.983707, -2.085892], [-1.597061, 0.571300, -1.532102], [-1.802829, 1.268186, -0.216203], [-1.293533, 0.442153, 0.874962], [0.088393, 0.640580, 1.210948], [0.720572, -0.709342, 1.432210], [0.500325, -1.497061, 0.263928], [1.246025, -2.702878, 0.227110], [-1.754524, -1.539269, -0.447097], [1.041600, 0.578467, -3.520536], [0.209603, -0.865114, -2.852077], [-0.648454, 0.215278, -3.989295], [-2.401586, 0.864352, -2.233450], [-2.877175, 1.379455, -0.015025], [-1.328051, 2.261876, -0.138177], [0.184968, 1.248274, 2.126447], [0.586819, 1.145593, 0.371299], [0.282415, -1.222822, 2.304250], [1.801007, -0.593351, 1.604360], [0.966092, -3.235614, -0.688884], [2.321355, -2.475954, 0.208289], [1.014888, -3.328194, 1.102658], [1.430675, 2.837479, 4.252263], [1.563385, 3.540334, 4.896450]],
  "forces_ev_per_angstrom": [[-0.019, 0.032, -0.303], [0.042, 0.026, 0.291], [-0.162, 0.830, -0.948], [-0.064, 0.618, -0.223], [-0.280, -0.476, 0.240], [0.573, 0.453, 0.184], [0.328, 0.483, 0.826], [0.152, -0.401, -0.393], [0.308, -0.205, 0.141], [-0.510, -0.702, 0.354], [-0.283, -0.145, 0.142], [0.042, 0.055, -0.057], [0.185, -0.024, 0.190], [0.102, 0.098, 0.145], [0.200, 0.039, 0.048], [-0.155, -0.324, -0.058], [0.027, -0.009, -0.174], [-0.109, -0.104, 0.254], [0.109, 0.101, -0.166], [-0.288, 0.036, -0.004], [0.145, 0.055, 0.122], [-0.270, -0.143, -0.024], [0.122, 0.111, -0.168], [-0.169, -0.387, -0.398], [-0.025, -0.017, -0.021]],
  "lowdin_spin": [0.000, -0.002, -0.021, -0.002, -0.011, 0.000, 0.001, -0.010, 0.001, 6.043, 0.000, 0.000, 0.000, -0.001, 0.000, 0.000, 0.000, 0.000, 0.000, 0.000, 0.001, 0.000, 0.000, 0.000, 0.000],
  "lumo_energy_ev": [-1.96, -1.94],
  "max_force_ev_per_a": 1.27,
  "multiplicity": 7,
  "orbital_gap_ev": [2.3, 2.4]
}